(1)
{
  "formula": "C6H16",
  "method": "ωB97M-V/def2-TZVPD",
  "species": ["C", "C", "C", "C", "C", "C", "H", "H", "H", "H", "H", "H", "H", "H", "H", "H", "H", "H", "H", "H", "H", "H"],
  "xyz": [[-1.8943, 0.0746, 0.3837], [-1.0754, 0.7326, -0.6937], [3.1095, -0.8208, 1.8646], [-1.9571, 1.6126, -1.5957], [1.7082, -0.9832, 1.2827], [-0.3875, -0.2630, -1.5951], [3.2320, 0.1762, 2.2783], [0.2019, -1.0127, -1.0726], [-2.2745, 0.7990, 1.1055], [1.5388, -1.9194, 0.7558], [0.3380, 0.2739, -2.1963], [3.2007, -1.4363, 2.7659], [-1.3602, -0.6633, 0.9833], [1.5294, -0.2686, 0.4812], [-1.1179, -0.7127, -2.2663], [-2.6242, 2.2933, -1.0683], [0.9678, -0.8184, 2.0645], [-1.3192, 2.1900, -2.2641], [3.8701, -1.0874, 1.1491], [-2.5992, 0.9434, -2.1697], [-2.7833, -0.4644, 0.0394], [-0.3036, 1.3545, -0.2323]],
  "smiles": "CC(C)C.CC",
  "e_above_lowest_kcal_mol": 5.9,
  "gap_ev": 12.415,
  "charge": 0
}

---

(2)
{
  "formula": "C6H16",
  "method": "ωB97M-V/def2-TZVPD",
  "species": ["C", "C", "C", "C", "C", "C", "H", "H", "H", "H", "H", "H", "H", "H", "H", "H", "H", "H", "H", "H", "H", "H"],
  "xyz": [[-1.5949, 0.2462, 1.3655], [2.5368, 0.3369, 0.5881], [3.0193, 1.1689, -0.6097], [-2.5251, -1.4602, -0.4087], [-0.4403, -0.4256, -0.9646], [-1.7165, -0.1829, -0.1421], [3.9093, 1.7566, -0.5056], [-0.3311, -0.4066, -2.0845], [2.8838, 0.6837, -1.6172], [0.1642, -1.2805, -0.4613], [-1.1153, 1.2249, 1.3294], [0.3150, 0.4053, -0.6236], [-3.4303, -1.3195, 0.1980], [-2.2672, 0.7659, -0.5700], [-2.7903, -1.6989, -1.3776], [-1.2966, -0.5017, 2.1819], [1.4549, 0.5182, 0.6916], [-2.7858, 0.4711, 1.6946], [2.7563, 0.6812, 1.5557], [2.3094, 2.0158, -0.6038], [-1.8821, -2.2853, 0.0283], [2.8265, -0.7135, 0.3358]],
  "smiles": "CC(C)C.CC",
  "e_above_lowest_kcal_mol": 54.3,
  "gap_ev": 11.474,
  "charge": 0
}

---

(3)
{
  "formula": "C6H16",
  "method": "ωB97M-V/def2-TZVPD",
  "species": ["C", "C", "C", "C", "C", "C", "H", "H", "H", "H", "H", "H", "H", "H", "H", "H", "H", "H", "H", "H", "H", "H"],
  "xyz": [[0.4683, -1.0163, -1.7892], [-0.7769, 0.8687, -0.6909], [-1.9847, -1.1960, -1.5311], [0.6887, 0.9315, 2.5517], [2.1334, 0.8824, 2.1056], [-0.6859, -0.6703, -0.8784], [-1.8175, 1.2498, -0.6087], [0.4588, -2.1210, -1.7604], [0.3118, -0.0092, 2.6849], [0.7132, 1.3760, 3.5272], [1.4592, -0.7159, -1.3724], [-0.2621, 1.3570, -1.4208], [-2.9734, -0.6828, -1.3070], [-2.1947, -2.2512, -1.2504], [-0.4821, -1.1154, 0.1686], [2.9936, 0.2868, 2.4658], [2.4314, 1.9954, 2.2268], [2.1030, 0.7127, 1.0251], [-1.8486, -1.0317, -2.5761], [-0.3804, 1.1272, 0.3229], [-0.0305, 1.5477, 1.9574], [0.4612, -0.5254, -2.6890]],
  "smiles": "CC(C)C.CC",
  "e_above_lowest_kcal_mol": 36.4,
  "gap_ev": 11.894,
  "charge": 0
}

---

Number 1: strongest force on any atom 1.24 eV/A. Number 2: strongest force on any atom 5.19 eV/A. Number 3: strongest force on any atom 4.17 eV/A.